(1)
{
  "formula": "AsB3F6H12Sn",
  "method": "ωB97M-V with the def2-TZVPD basis set",
  "e_lumo_ev": 3.73,
  "total_charge": -2,
  "orbital_gap_ev": 7.0226,
  "e_tot_ev": -85194.123,
  "relative_energy_kj_mol": 460.3,
  "symbols": ["Sn", "B", "H", "H", "H", "H", "B", "H", "H", "H", "H", "B", "H", "H", "H", "H", "As", "F", "F", "F", "F", "F", "F"],
  "positions_angstrom": [[-12.68189, -13.77880, 1.73028], [-10.01141, -14.31242, -0.04850], [-10.70810, -13.48850, -0.05012], [-10.56599, -15.20842, 0.18360], [-9.59275, -14.40920, -1.03824], [-9.20995, -14.16863, 0.65949], [-11.76734, -16.73508, 2.67789], [-11.18736, -16.56255, 3.57125], [-11.85293, -17.80041, 2.52960], [-12.77150, -16.37530, 2.84059], [-11.32167, -16.23527, 1.83183], [-10.21866, -13.20947, 3.45234], [-9.24868, -13.15602, 3.92196], [-10.81436, -12.34092, 3.68688], [-10.02858, -13.25266, 2.39110], [-10.75062, -14.09148, 3.77377], [-16.40774, -14.04949, 4.70037], [-16.61487, -12.33179, 4.54694], [-17.49298, -14.35103, 3.26728], [-16.11142, -15.85555, 4.86290], [-15.34588, -13.69472, 6.12822], [-17.82602, -14.21043, 5.78584], [-14.95797, -13.95867, 3.66812]]
}



(2)
{
  "formula": "AsF6H26O13",
  "method": "ωB97M-V with the def2-TZVPD basis set",
  "e_lumo_ev": 2.33,
  "total_charge": -1,
  "orbital_gap_ev": 10.5674,
  "e_tot_ev": -104190.589,
  "relative_energy_kj_mol": 100.6,
  "symbols": ["As", "F", "F", "F", "F", "F", "F", "O", "H", "H", "O", "H", "H", "O", "H", "H", "O", "H", "H", "O", "H", "H", "O", "H", "H", "O", "H", "H", "O", "H", "H", "O", "H", "H", "O", "H", "H", "O", "H", "H", "O", "H", "H", "O", "H", "H"],
  "positions_angstrom": [[-0.39113, -0.11449, 0.16435], [-0.33193, 1.04950, 1.43357], [-1.34000, 0.93756, -0.82253], [-0.42995, -1.24356, -1.14056], [0.60067, -1.14969, 1.15187], [-1.82213, -0.80775, 0.85683], [1.09065, 0.53076, -0.49975], [-0.87365, -3.73738, -1.77996], [-0.90576, -2.86670, -1.35332], [0.07105, -3.91434, -1.82794], [3.72236, 3.21862, -0.33029], [3.11049, 2.50163, -0.51759], [4.56495, 2.77478, -0.21012], [-3.65754, -0.48947, 2.73889], [-3.31828, -1.23062, 3.24731], [-3.12085, -0.50419, 1.92955], [-3.21220, -2.94276, -3.15512], [-2.40662, -3.26130, -2.71274], [-2.98659, -2.96726, -4.08806], [-1.33200, 3.94397, -0.85340], [-0.76185, 4.31467, -0.17491], [-1.03936, 3.03035, -0.93539], [-1.84880, 0.06767, -3.52266], [-2.78697, -0.01943, -3.71013], [-1.81146, 0.58528, -2.70935], [2.52067, -3.22104, -0.68595], [2.23631, -2.94383, 0.19152], [3.26693, -3.80573, -0.53125], [0.60702, 2.61588, 3.54894], [1.39215, 3.02722, 3.17615], [0.38403, 1.93099, 2.90642], [2.71517, 0.62450, 2.18352], [2.16447, 0.30297, 2.90268], [2.20711, 0.42463, 1.38918], [3.85309, 0.44910, -0.98573], [3.91843, -0.03901, -1.81122], [2.96861, 0.23242, -0.66074], [-0.87682, -3.72560, 1.93653], [-0.67141, -2.80161, 1.75593], [-0.78218, -3.81068, 2.88878], [1.59946, 2.46968, -2.57210], [2.52058, 2.23737, -2.72426], [1.09841, 1.80444, -3.05473], [-3.28438, 2.45958, 2.71582], [-3.42921, 2.55662, 3.65979], [-3.19154, 1.50624, 2.59216]]
}



(3)
{
  "formula": "AsF6H72O36",
  "method": "ωB97M-V with the def2-TZVPD basis set",
  "e_lumo_ev": 1.13,
  "total_charge": -1,
  "orbital_gap_ev": 9.3910,
  "e_tot_ev": -152033.146,
  "symbols": ["As", "F", "F", "F", "F", "F", "F", "O", "H", "H", "O", "H", "H", "O", "H", "H", "O", "H", "H", "O", "H", "H", "O", "H", "H", "O", "H", "H", "O", "H", "H", "O", "H", "H", "O", "H", "H", "O", "H", "H", "O", "H", "H", "O", "H", "H", "O", "H", "H", "O", "H", "H", "O", "H", "H", "O", "H", "H", "O", "H", "H", "O", "H", "H", "O", "H", "H", "O", "H", "H", "O", "H", "H", "O", "H", "H", "O", "H", "H", "O", "H", "H", "O", "H", "H", "O", "H", "H", "O", "H", "H", "O", "H", "H", "O", "H", "H", "O", "H", "H", "O", "H", "H", "O", "H", "H", "O", "H", "H", "O", "H", "H", "O", "H", "H"],
  "positions_angstrom": [[-0.35036, -0.27940, 0.25849], [-0.60477, 1.45553, 0.68760], [-0.80913, 0.11832, -1.47002], [-0.15411, -1.97878, -0.19468], [0.08683, -0.71598, 1.89028], [-2.13595, -0.57413, 0.57437], [1.38498, 0.29179, -0.07607], [4.80241, -1.96098, 2.84482], [5.25974, -1.14482, 3.04721], [5.46550, -2.51033, 2.42679], [-3.27852, 3.81774, -1.41112], [-2.90690, 3.84926, -0.52957], [-3.83542, 4.59442, -1.46470], [3.04239, 0.75333, -3.71094], [3.87472, 0.30180, -3.85084], [2.37697, 0.08142, -3.85919], [-3.67394, 1.37494, -2.65197], [-3.22491, 2.13514, -2.28225], [-4.60109, 1.61230, -2.63532], [1.45814, 3.97258, -4.54155], [1.60923, 3.63382, -5.42396], [0.94683, 3.29011, -4.10677], [6.45415, -0.27810, 0.11493], [5.87463, -1.03936, 0.14464], [7.33294, -0.64102, 0.22561], [3.56133, -2.05599, -2.98883], [3.07814, -2.88129, -2.94827], [3.75612, -1.84680, -2.07530], [1.50154, -4.19599, -2.46892], [0.79403, -3.71449, -2.89767], [1.33057, -4.09089, -1.53299], [-3.27682, -1.34860, -5.85882], [-2.52923, -0.95359, -5.41016], [-2.88561, -1.93375, -6.50751], [5.59797, 0.69807, 3.47861], [5.33721, 1.24626, 4.21869], [5.11729, 1.05722, 2.73283], [-1.39560, 4.12441, 1.05831], [-1.07270, 3.22640, 0.98385], [-1.78288, 4.16847, 1.93255], [0.48239, 2.06382, -3.08642], [0.03869, 1.76322, -2.29332], [1.08168, 1.35190, -3.31062], [-2.20578, 3.44743, 3.42826], [-3.04589, 3.35702, 3.87801], [-1.62146, 2.84437, 3.88774], [0.20787, -3.79652, 4.90039], [0.12765, -2.85306, 5.04071], [1.04067, -3.90074, 4.44018], [2.44611, -3.78796, 3.73703], [2.77818, -4.45117, 3.13196], [3.02498, -3.03622, 3.61039], [-1.44595, 4.87148, -3.27826], [-0.69756, 4.28767, -3.15458], [-1.94251, 4.80114, -2.46296], [-0.96076, -0.89735, 4.32081], [-0.74960, -0.58025, 3.44269], [-1.54307, -1.64259, 4.17327], [-4.36114, -0.85897, 4.36376], [-4.46439, 0.09264, 4.36403], [-3.86753, -1.04704, 5.16201], [-5.22980, -5.00581, -0.42592], [-4.82697, -4.24853, -0.00108], [-6.17097, -4.84179, -0.36659], [0.81056, -0.45126, 7.08134], [1.40553, -1.10712, 6.71790], [0.06801, -0.43996, 6.47743], [1.65291, 5.79180, 0.50872], [2.24395, 5.04141, 0.57043], [2.21629, 6.55308, 0.64762], [-5.45328, -2.92431, 2.79279], [-5.23911, -2.11966, 3.26491], [-5.18582, -2.75136, 1.89013], [0.82083, -0.85967, -4.42221], [0.57763, -1.78536, -4.40849], [0.00169, -0.39900, -4.60389], [4.25632, 1.35686, -1.39392], [3.82056, 1.14074, -2.21832], [4.69758, 0.54744, -1.13632], [1.19307, 2.35690, 2.59523], [2.00898, 2.18784, 2.12411], [0.50414, 2.15609, 1.96176], [-1.65122, 0.63251, -4.43566], [-1.89346, 1.22721, -5.14551], [-2.13746, 0.95430, -3.67653], [-0.21211, -4.45596, 0.11482], [-0.07884, -3.51361, 0.21706], [-0.72409, -4.71061, 0.88245], [-1.12900, -3.33792, -2.89709], [-1.53410, -4.20079, -2.98412], [-1.55135, -2.95075, -2.13031], [-1.03621, 6.95525, 0.05278], [-1.70791, 6.97513, 0.73443], [-0.34361, 6.40227, 0.41439], [3.80334, -1.53611, -0.04950], [3.74014, -1.89820, 0.83432], [2.99639, -1.03354, -0.16122], [1.21304, -6.73339, 0.91174], [2.06945, -6.80739, 0.49066], [0.96705, -5.81565, 0.79567], [-3.82313, -1.57661, -2.57876], [-3.70947, -1.86336, -3.48490], [-3.80983, -0.62068, -2.62609], [-6.47729, 0.74334, 2.21123], [-6.91445, 0.84063, 1.36526], [-5.86217, 1.47575, 2.24914], [-4.65581, -2.18059, 0.30252], [-3.86323, -1.83431, 0.71256], [-4.55640, -1.97168, -0.62630], [3.87604, 1.77538, 1.50111], [3.97723, 1.16092, 0.77417], [3.85742, 2.63756, 1.08574], [3.81380, 4.03298, -0.55095], [3.17070, 4.18046, -1.24442], [4.16631, 3.16164, -0.73189]]
}



(4)
{
  "formula": "B2F8Sn",
  "method": "ωB97M-V with the def2-TZVPD basis set",
  "e_lumo_ev": -5.26,
  "orbital_gap_ev": 6.0835,
  "e_tot_ev": -28931.652,
  "relative_energy_kj_mol": 287.6,
  "symbols": ["Sn", "B", "F", "F", "F", "F", "B", "F", "F", "F", "F"],
  "positions_angstrom": [[-1.83177, 1.83444, 0.65483], [1.46185, 1.23046, -0.31973], [1.90251, 0.00213, -0.64878], [0.59867, 1.75867, -1.27392], [0.92459, 1.15762, 0.96647], [2.55030, 1.99199, -0.19777], [-1.12211, -1.60614, 0.17207], [-2.19815, -2.46289, 0.08102], [-1.19205, -0.97419, 1.34118], [0.11440, -2.26974, 0.05577], [-1.20829, -0.66231, -0.83114]]
}



(5)
{
  "formula": "B3F12Rb",
  "method": "ωB97M-V with the def2-TZVPD basis set",
  "e_lumo_ev": 3.01,
  "total_charge": -2,
  "orbital_gap_ev": 8.5000,
  "e_tot_ev": -35315.997,
  "relative_energy_kj_mol": 289.9,
  "symbols": ["Rb", "B", "F", "F", "F", "F", "B", "F", "F", "F", "F", "B", "F", "F", "F", "F"],
  "positions_angstrom": [[-1.41170, 0.15183, -1.77130], [-1.17057, -4.40369, -0.32734], [-0.61753, -5.59105, -0.00733], [-0.67115, -3.48494, 0.49122], [-0.95070, -4.13157, -1.70551], [-2.42232, -4.58275, -0.13942], [3.46619, -0.08977, 0.18141], [3.19298, -0.49062, -1.14485], [4.50730, 0.74406, 0.30439], [2.21438, 0.54661, 0.56044], [3.69201, -1.17756, 0.93800], [-1.97981, 4.52641, 0.50775], [-2.15573, 3.45031, 1.32494], [-0.63824, 4.69813, 0.47291], [-2.44887, 4.23740, -0.75875], [-2.60628, 5.59717, 1.07338]]
}



(6)
{
  "formula": "B3F12Sn",
  "method": "ωB97M-V with the def2-TZVPD basis set",
  "e_lumo_ev": -0.67,
  "total_charge": -1,
  "orbital_gap_ev": 8.4514,
  "e_tot_ev": -40490.785,
  "relative_energy_kj_mol": 99.3,
  "symbols": ["Sn", "B", "F", "F", "F", "F", "B", "F", "F", "F", "F", "B", "F", "F", "F", "F"],
  "positions_angstrom": [[0.80304, -0.65905, 0.05712], [-2.53040, -1.16150, 0.03330], [-1.82389, -1.16749, 1.26267], [-3.85317, -1.55895, 0.20602], [-2.53841, 0.10147, -0.53281], [-1.76830, -2.02008, -0.79120], [2.83526, -0.08144, -2.43405], [2.67683, -1.37113, -1.93363], [1.67912, 0.36435, -3.08516], [3.04654, 0.76135, -1.32009], [3.95905, -0.11911, -3.26901], [-0.49015, 1.42796, 2.36905], [-1.47020, 0.66832, 3.05248], [-0.84569, 1.44349, 1.00102], [-0.40574, 2.65542, 2.97359], [0.72611, 0.71638, 2.41071]]
}